Record 1
Density functional theory data (the ωB97M-V functional and the def2-TZVPD basis) for a molecular structure, C27H48As3N3O3Ru.

Results
Largest force on an atom   1.1 eV/A
Electronic energy   -8249.77475 Eh
Charge   -1
Energy relative to the best compared isomer or geometry (same formula, charge and spin)   0.0 kcal/mol
Expectation value of S²   0.78
Multiplicity   2

Structure (XYZ):
```
85
Properties=species:S:1:pos:R:3:lowdin_charge:R:1
Ru -0.511 -0.583 -0.897 0.809
C 3.944 -0.070 -0.423 -0.329
As 2.184 -0.086 0.442 1.137
C 2.652 -1.460 1.776 -0.319
C 2.548 1.506 1.567 -0.365
C 1.375 2.090 2.378 -0.665
C 0.737 0.980 3.216 -0.089
C 0.352 2.761 1.443 -0.336
As -0.934 1.674 0.379 1.121
C -1.759 3.223 -0.460 -0.295
C -2.319 1.436 1.739 -0.294
C 2.006 3.168 3.288 -0.390
As 1.096 4.187 4.728 1.106
C 1.137 2.822 6.142 -0.361
C -0.841 4.096 4.415 -0.366
H 4.754 -0.064 0.311 0.017
H 4.018 0.810 -1.062 0.017
H 4.012 -0.953 -1.057 0.012
H 3.453 -1.118 2.434 0.017
H 2.983 -2.351 1.239 0.022
H 1.776 -1.727 2.365 -0.015
H 2.935 2.274 0.889 0.074
H 3.366 1.239 2.245 0.068
H 0.368 0.176 2.575 0.032
H -0.110 1.346 3.797 0.054
H 1.467 0.548 3.907 0.091
H 0.897 3.367 0.711 0.077
H -0.275 3.451 2.009 0.035
H -2.013 3.950 0.314 0.023
H -2.659 2.893 -0.973 0.019
H -1.075 3.662 -1.184 0.021
H -2.468 2.353 2.311 0.015
H -2.074 0.616 2.409 0.002
H -3.228 1.184 1.193 0.024
H 2.450 3.934 2.646 0.057
H 2.840 2.720 3.838 0.059
H 2.171 2.534 6.334 0.012
H 0.564 1.936 5.874 0.007
H 0.726 3.252 7.055 0.007
H -1.140 4.790 3.631 0.011
H -1.308 4.415 5.348 0.013
H -1.195 3.098 4.167 -0.005
O 1.523 -0.733 -2.351 -0.217
C 1.788 -1.133 -3.528 -0.408
C 3.038 -0.812 -4.152 -0.035
C 3.365 -1.238 -5.414 -0.126
C 2.471 -2.011 -6.168 -0.141
C 1.253 -2.327 -5.604 -0.080
C 0.888 -1.924 -4.313 -0.095
C -0.432 -2.290 -3.799 -0.253
N -1.126 -1.757 -2.798 0.039
C -2.369 -2.362 -2.804 -0.132
C -2.422 -3.295 -3.781 -0.083
N -1.189 -3.248 -4.399 0.092
H 3.725 -0.206 -3.573 0.091
H 4.326 -0.963 -5.838 0.090
H 2.716 -2.334 -7.171 0.080
H 0.547 -2.886 -6.209 0.091
H -3.140 -2.039 -2.130 0.086
H -3.202 -3.961 -4.102 0.102
H -0.891 -3.816 -5.168 0.132
N -0.941 1.453 -2.974 -0.007
C -2.340 1.338 -3.394 -0.201
C -3.254 0.578 -2.409 -0.724
O -4.409 0.383 -2.799 -0.029
O -2.768 0.230 -1.283 -0.208
H -0.374 1.897 -3.687 0.074
H -0.553 0.519 -2.890 -0.012
H -2.465 0.850 -4.367 0.105
H -2.767 2.340 -3.482 0.103
C -1.540 -4.218 0.537 -0.070
C -1.477 -2.756 0.998 -0.651
C -1.004 -2.720 2.458 -0.070
C -2.877 -2.147 0.921 -0.058
C -0.457 -2.031 0.137 -0.291
H -2.270 -4.777 1.130 0.077
H -0.566 -4.704 0.646 0.077
H -1.831 -4.275 -0.514 0.072
H -1.680 -3.298 3.095 0.080
H -0.979 -1.692 2.829 0.062
H 0.001 -3.140 2.556 0.069
H -3.578 -2.736 1.522 0.083
H -3.244 -2.106 -0.100 0.055
H -2.882 -1.125 1.286 0.046
H 0.484 -2.608 0.028 0.054
```


Record 2
Density functional theory data (the ωB97M-V functional and the def2-TZVPD basis) for 2 unconnected molecules or ions with the total composition CH2IP.

Results
Largest force on an atom   4.3 eV/A
Electronic energy   -678.23046 Eh
Charge   0
Energy relative to the best compared isomer or geometry (same formula, charge and spin)   4.8 kcal/mol
Expectation value of S²   2.01
Multiplicity   3

Structure (XYZ):
```
5
Properties=species:S:1:pos:R:3:lowdin_charge:R:1
C -0.674 1.086 0.054 -0.550
P 0.486 0.480 -0.933 0.683
I 2.403 -4.014 0.114 -0.017
H -1.213 0.427 0.736 -0.021
H -1.002 2.021 0.030 -0.096
```


Record 3
Density functional theory data (the ωB97M-V functional and the def2-TZVPD basis) for 2 unconnected molecules or ions with the total composition C5H14O2.

Results
Largest force on an atom   4.8 eV/A
Electronic energy   -349.27730 Eh
Structure (SMILES)   CC(C)CCO.O
Charge   0
Energy relative to the best compared isomer or geometry (same formula, charge and spin)   61.8 kcal/mol

Structure (XYZ):
```
21
Properties=species:S:1:pos:R:3:lowdin_charge:R:1
C -1.103 0.395 -1.484 -0.091
C 0.360 0.192 -1.040 -0.446
C 1.306 0.510 -2.245 -0.078
C 0.698 -1.168 -0.171 -0.127
C 1.153 -0.781 1.274 -0.224
O 0.089 -0.049 1.953 -0.095
H -1.691 0.844 -0.669 0.073
H -1.211 0.854 -2.445 0.049
H -1.429 -0.731 -1.588 0.107
H 0.308 1.015 -0.426 0.063
H 1.958 1.425 -1.950 0.101
H 0.628 0.971 -3.039 0.062
H 1.603 -0.598 -2.580 0.111
H -0.293 -1.657 0.107 0.111
H 1.406 -1.812 -0.853 0.131
H 1.544 -1.623 1.870 0.122
H 1.856 0.037 1.002 0.112
H -0.560 0.390 1.427 0.040
O -2.602 0.683 3.668 -0.042
H -1.858 0.767 4.276 0.042
H -2.161 0.335 2.915 -0.019
```


Record 4
Density functional theory data (the ωB97M-V functional and the def2-TZVPD basis) for a molecular structure, C31H50NdP2.

Results
Largest force on an atom   2.4 eV/A
Electronic energy   -2455.09614 Eh
Charge   +1
Expectation value of S²   3.76
Multiplicity   4

Structure (XYZ):
```
84
Properties=species:S:1:pos:R:3:lowdin_charge:R:1
Nd -0.093 -0.258 1.540 1.520
C -0.549 -2.624 2.661 -0.349
C 0.804 -2.690 2.195 -0.350
C 0.726 -1.210 3.978 -0.314
C -0.591 -1.717 3.769 -0.324
C 1.591 -1.806 3.005 -0.333
C -1.709 -3.396 2.132 -0.045
H -1.476 -3.860 1.163 0.070
H -2.593 -2.755 1.996 0.078
H -1.997 -4.202 2.823 0.100
C -1.766 -1.407 4.622 -0.023
H -2.682 -1.844 4.208 0.080
H -1.926 -0.324 4.732 0.072
H -1.629 -1.818 5.633 0.100
C 1.128 -0.316 5.095 -0.019
H 1.033 -0.828 6.065 0.101
H 0.502 0.586 5.143 0.073
H 2.172 0.008 4.993 0.080
C 3.066 -1.624 2.931 -0.051
H 3.585 -2.207 3.711 0.101
H 3.348 -0.571 3.075 0.069
H 3.466 -1.946 1.960 0.067
C 1.323 -3.558 1.104 -0.044
H 1.746 -4.494 1.503 0.101
H 2.123 -3.060 0.534 0.070
H 0.531 -3.833 0.394 0.066
C -1.769 0.375 -5.127 -0.116
C -1.698 -0.957 -5.263 -0.146
C -0.826 -1.712 -6.225 -0.177
C 0.541 -1.059 -6.560 -0.189
C 1.282 -0.510 -5.373 -0.105
C 1.242 0.749 -4.916 -0.153
C 0.320 1.840 -5.375 -0.177
C -1.037 1.379 -5.966 -0.183
H -1.351 -1.903 -7.179 0.126
H 0.403 -0.312 -7.356 0.106
H -0.634 -2.710 -5.795 0.111
H -0.886 1.040 -7.002 0.107
H -2.530 0.809 -4.463 0.100
H -2.444 -1.589 -4.754 0.108
H -1.670 2.283 -6.032 0.119
H 0.119 2.489 -4.506 0.102
H 2.032 1.083 -4.227 0.098
H 0.813 2.488 -6.119 0.126
H 1.164 -1.859 -7.002 0.118
H 2.006 -1.217 -4.942 0.110
P -0.948 -0.524 -1.116 0.759
P 2.072 0.886 0.015 0.749
C 0.029 0.742 -2.060 -0.398
C 1.058 1.646 -1.349 -0.388
H -0.716 1.379 -2.557 0.080
H 0.526 0.169 -2.856 0.047
H 1.794 2.010 -2.086 0.079
H 0.557 2.530 -0.922 0.086
C 2.836 2.322 0.844 -0.254
H 3.500 1.960 1.641 0.051
H 2.066 2.962 1.298 0.038
H 3.420 2.910 0.119 0.062
C 3.453 0.092 -0.844 -0.257
H 3.915 0.798 -1.548 0.058
H 3.097 -0.793 -1.388 0.048
H 4.196 -0.224 -0.101 0.051
C -2.665 0.082 -1.258 -0.252
H -3.323 -0.578 -0.681 0.050
H -2.982 0.085 -2.311 0.041
H -2.747 1.098 -0.846 0.053
C -0.896 -1.980 -2.178 -0.253
H 0.099 -2.438 -2.150 0.053
H -1.128 -1.693 -3.208 0.006
H -1.639 -2.709 -1.831 0.061
C -1.402 1.798 2.214 -0.296
C -1.421 2.422 3.531 -0.359
C -0.274 3.080 4.057 -0.086
C -0.330 3.710 5.297 -0.099
C -1.508 3.684 6.060 -0.096
C -2.641 3.023 5.558 -0.089
C -2.596 2.387 4.325 -0.078
H -0.834 2.360 1.448 0.019
H -2.388 1.455 1.865 0.027
H 0.649 3.095 3.462 0.094
H 0.548 4.237 5.678 0.104
H -1.545 4.176 7.030 0.098
H -3.565 3.014 6.137 0.104
H -3.473 1.870 3.926 0.109
```


Record 5
Density functional theory data (the ωB97M-V functional and the def2-TZVPD basis) for C4H7N2P in the gas phase.

Results
Largest force on an atom   5.5 eV/A
Electronic energy   -607.32541 Eh
Charge   0
Energy relative to the best compared isomer or geometry (same formula, charge and spin)   84.0 kcal/mol

Structure (XYZ):
```
14
Properties=species:S:1:pos:R:3:lowdin_charge:R:1
C -1.433 -1.282 0.061 -0.241
C -2.746 -0.744 -0.045 -0.610
C 0.237 0.322 0.800 -0.259
C 2.186 0.617 -0.695 -0.057
N -0.286 -0.624 0.175 0.053
N 1.315 0.989 0.411 -0.011
P -3.271 0.898 -0.139 0.641
H -1.183 -2.272 -0.112 0.075
H -3.457 -1.421 -0.270 -0.042
H 2.237 -0.595 -0.846 0.147
H 1.874 0.985 -1.584 0.038
H 3.155 0.903 -0.592 0.038
H 1.601 1.496 1.195 0.107
H -0.229 0.728 1.641 0.120
```


Record 6
Density functional theory data (the ωB97M-V functional and the def2-TZVPD basis) for 2 unconnected molecules or ions with the total composition C4H10NO4.

Results
Largest force on an atom   4.8 eV/A
Electronic energy   -514.14416 Eh
Charge   -1
Energy relative to the best compared isomer or geometry (same formula, charge and spin)   45.0 kcal/mol

Structure (XYZ):
```
19
Properties=species:S:1:pos:R:3:lowdin_charge:R:1
O 0.566 0.885 -1.997 -0.021
C -0.269 0.056 -1.767 -0.776
O -0.698 -0.848 -2.498 -0.058
C -0.895 0.231 -0.323 -0.262
C -0.451 -1.016 0.430 -0.498
C 1.039 -1.354 0.347 -0.058
O -0.816 -1.001 1.774 -0.101
N -0.275 1.511 0.159 0.028
H -2.011 0.247 -0.145 0.149
H -1.034 -1.879 -0.244 0.178
H 1.200 -2.244 -0.309 0.073
H 1.202 -1.869 1.478 0.131
H 1.644 -0.411 0.167 0.089
H -1.247 -0.112 2.007 0.117
H 0.581 1.716 -0.277 0.040
H -1.021 2.173 -0.094 0.085
H 1.107 0.719 3.264 -0.021
H 0.761 1.059 1.847 0.042
O 1.472 1.279 2.605 -0.136
```


Record 7
Density functional theory data (the ωB97M-V functional and the def2-TZVPD basis) for a molecular structure, C17H34Cl13N2O6.

Results
Largest force on an atom   5.4 eV/A
Electronic energy   -7210.80632 Eh
Charge   0
Expectation value of S²   0.75
Multiplicity   2

Structure (XYZ):
```
72
Properties=species:S:1:pos:R:3:lowdin_charge:R:1
C 0.775 2.977 -4.642 -0.016
C 0.134 2.926 -3.209 -0.263
C -0.288 4.291 -2.618 -0.155
O -0.612 4.050 -1.262 -0.225
C -0.845 5.201 -0.415 -0.274
N -1.004 1.931 -3.085 0.205
H -1.715 2.111 -3.779 0.167
H -0.785 0.977 -3.333 0.159
H -1.426 2.032 -2.173 0.095
H 0.176 3.513 -5.378 0.079
H 0.996 1.963 -4.976 0.084
H 1.659 3.609 -4.558 0.089
H 0.895 2.445 -2.594 0.130
H -1.152 4.776 -3.072 0.133
H 0.523 5.020 -2.635 0.139
H -1.582 5.048 0.373 -0.137
H -1.172 6.037 -1.033 0.097
H 0.031 5.541 0.138 0.028
Cl -0.386 1.053 -0.079 0.733
O -1.655 1.626 -0.360 -0.394
O 0.429 2.092 0.599 -0.500
O -0.343 -0.133 0.670 -0.419
O 0.211 0.686 -1.357 -0.354
C 1.157 -1.781 -0.928 -0.085
C 1.219 -3.273 -0.508 -0.410
C 2.256 -3.393 0.658 -0.200
C 1.695 -3.054 2.022 -0.262
C 0.449 -3.849 2.250 -0.137
C -0.643 -3.731 1.128 -0.428
N -0.086 -4.002 -0.219 -0.046
O -1.070 -4.153 -1.195 -0.034
C -1.756 -4.733 1.541 -0.049
C -1.255 -2.319 1.323 -0.083
C 1.867 -3.979 -1.698 -0.054
H 2.051 -1.571 -1.513 0.042
H 1.055 -1.058 -0.118 0.009
H 0.314 -1.640 -1.605 0.091
H 2.580 -4.416 0.846 0.125
H 3.126 -2.757 0.497 0.011
H 1.512 -1.985 2.130 0.030
H 2.473 -3.224 2.766 0.122
H -0.029 -3.673 3.213 0.125
H 0.823 -4.872 2.295 0.119
H -1.537 -5.773 1.295 0.079
H -2.066 -4.710 2.586 0.084
H -2.703 -4.624 1.012 0.073
H -1.482 -1.844 0.369 0.078
H -2.135 -2.221 1.959 0.006
H -0.518 -1.667 1.791 0.037
H 1.968 -5.062 -1.760 0.089
H 2.875 -3.588 -1.833 0.084
H 1.337 -3.671 -2.600 0.078
C 2.792 0.556 0.174 -1.374
Cl 3.282 -0.882 1.071 0.644
Cl 3.571 0.434 -1.413 0.600
Cl 3.240 2.046 1.108 0.554
H 1.712 0.490 0.049 -0.050
C -3.390 0.333 1.286 -1.409
Cl -4.649 1.572 1.137 0.533
Cl -4.172 -1.247 1.517 0.594
Cl -2.397 0.618 2.734 0.534
H -2.856 0.451 0.343 -0.013
C -1.672 3.291 1.895 -1.318
Cl -0.241 4.402 1.897 0.576
Cl -2.902 3.995 0.776 0.657
Cl -2.356 3.251 3.545 0.528
H -1.262 2.342 1.550 -0.068
C 1.022 1.041 2.974 -1.408
Cl 0.734 2.763 3.170 0.544
Cl -0.101 0.203 4.086 0.522
Cl 2.667 0.420 3.185 0.506
H 0.636 0.773 1.990 -0.041
```


Record 8
Density functional theory data (the ωB97M-V functional and the def2-TZVPD basis) for C4H9NO in the gas phase.

Results
Largest force on an atom   1.5 eV/A
Electronic energy   -287.71575 Eh
Structure (SMILES)   OCCN1CC1
Charge   0
Energy relative to the best compared isomer or geometry (same formula, charge and spin)   73.2 kcal/mol

Structure (XYZ):
```
15
Properties=species:S:1:pos:R:3:lowdin_charge:R:1
O -1.643 -1.317 -0.064 -0.124
C -1.015 -0.406 0.903 -0.209
C -0.523 1.026 0.524 -0.186
N 0.545 1.068 -0.472 -0.110
C 1.675 0.196 -0.181 -0.150
C 0.627 -0.243 -1.140 -0.143
H -2.270 -0.906 -0.683 0.102
H -0.136 -0.969 1.254 0.109
H -1.729 -0.334 1.713 0.106
H -1.349 1.634 0.135 0.110
H -0.197 1.548 1.449 0.124
H 2.625 0.534 -0.590 0.098
H 1.779 -0.219 0.825 0.101
H -0.167 -0.977 -0.915 0.074
H 0.848 -0.192 -2.195 0.096
```


Record 9
Density functional theory data (the ωB97M-V functional and the def2-TZVPD basis) for C11H21O2P in the gas phase.

Results
Largest force on an atom   3.1 eV/A
Electronic energy   -923.37771 Eh
Charge   0
Energy relative to the best compared isomer or geometry (same formula, charge and spin)   63.0 kcal/mol

Structure (XYZ):
```
35
Properties=species:S:1:pos:R:3:lowdin_charge:R:1
C 2.955 1.619 0.377 -0.165
C 1.456 1.887 0.228 -0.259
C 3.426 0.472 -0.446 -0.244
C 2.721 -0.776 -0.597 -0.065
C 0.726 0.664 0.730 -0.112
C -0.716 -1.821 1.654 -0.139
C -0.001 -2.689 -0.545 -0.129
C -2.631 1.342 0.812 -0.108
C -2.906 0.686 -1.529 -0.122
C -0.940 -1.705 0.148 -0.454
C -1.930 1.161 -0.511 -0.536
O 0.092 -0.081 -1.947 -0.337
O 3.746 -0.775 0.296 -0.007
P -0.456 0.022 -0.568 0.725
H 3.573 2.485 0.209 0.106
H 3.100 1.380 1.478 0.143
H 1.152 2.788 0.659 0.092
H 1.255 1.959 -0.832 0.096
H 4.270 0.763 -1.109 0.150
H 2.813 -1.598 -1.305 0.120
H 0.620 0.487 1.847 0.097
H -1.050 -0.878 2.089 0.042
H -1.260 -2.805 1.926 0.110
H 0.314 -1.978 2.065 0.089
H -0.331 -2.809 -1.577 0.079
H 0.084 -3.643 -0.047 0.074
H 1.003 -2.192 -0.523 0.034
H -3.187 0.425 0.883 0.075
H -1.971 1.582 1.603 0.053
H -3.219 2.305 0.631 0.113
H -3.870 1.084 -1.219 0.072
H -2.771 -0.453 -1.437 0.086
H -2.686 0.925 -2.625 0.108
H -1.955 -1.975 -0.129 0.095
H -1.428 2.142 -0.688 0.120
```


Record 10
Density functional theory data (the ωB97M-V functional and the def2-TZVPD basis) for 2 unconnected molecules or ions with the total composition C7H14F7O3PS.

Results
Largest force on an atom   1.5 eV/A
Electronic energy   -1939.53683 Eh
Charge   0

Structure (XYZ):
```
33
Properties=species:S:1:pos:R:3:lowdin_charge:R:1
O -0.760 -3.896 -2.315 0.122
C -0.982 -2.713 -2.456 -0.492
O -1.414 -2.193 -3.634 0.106
C -0.836 -1.724 -1.323 -0.152
C -1.420 -2.249 -0.017 -0.207
C -1.456 -1.110 1.017 -0.294
S 0.146 -0.324 1.106 1.162
O -0.217 1.088 0.489 -0.268
C 0.440 0.012 2.838 -0.307
C 1.947 0.070 3.146 -0.195
C 2.541 1.483 3.047 -0.174
F 1.700 2.302 2.292 -0.054
H -0.810 -1.509 -3.960 0.132
H -1.265 -0.762 -1.591 0.104
H 0.248 -1.588 -1.219 0.120
H -0.779 -3.068 0.324 0.122
H -2.430 -2.653 -0.111 0.135
H -1.798 -1.437 1.999 0.103
H -2.103 -0.297 0.674 0.118
H 0.263 1.265 -0.354 0.061
H -0.012 -0.831 3.366 0.102
H -0.079 0.936 3.098 0.117
H 2.129 -0.364 4.129 0.118
H 2.462 -0.573 2.426 0.103
H 2.675 1.928 4.036 0.121
H 3.514 1.460 2.554 0.122
F -0.414 3.376 -4.134 -0.176
P -0.249 2.421 -2.814 0.387
F -0.950 3.658 -1.989 -0.183
F -1.791 1.926 -3.128 -0.186
F -0.230 0.907 -2.047 -0.266
F 0.977 2.718 -1.726 -0.207
F 0.953 1.740 -3.722 -0.193
```


Question: Which value of charge does entry 8 give?
Answer: 0


Question: Which of these has the highest largest force on an atom?
Answer: C4H7N2P